[1]
{"formula": "C28H73BMn2O15", "method": "ωB97M-V/def2-TZVPD", "elements": ["Mn", "Mn", "C", "C", "O", "H", "H", "H", "H", "H", "O", "C", "C", "O", "H", "H", "H", "H", "B", "H", "H", "H", "H", "C", "O", "C", "C", "O", "C", "H", "H", "H", "H", "H", "H", "H", "H", "H", "H", "C", "O", "C", "C", "O", "C", "H", "H", "H", "H", "H", "H", "H", "H", "H", "H", "C", "O", "C", "C", "O", "C", "H", "H", "H", "H", "H", "H", "H", "H", "H", "H", "C", "O", "C", "C", "O", "C", "H", "H", "H", "H", "H", "H", "H", "H", "H", "H", "C", "O", "C", "C", "O", "C", "H", "H", "H", "H", "H", "H", "H", "H", "H", "H", "C", "O", "C", "C", "O", "C", "H", "H", "H", "H", "H", "H", "H", "H", "H", "H"], "xyz": [[1.4380, -2.1370, -2.8733], [3.0490, 0.4735, -1.9580], [0.2582, 0.0306, 0.8346], [0.0185, -0.0964, -0.6975], [1.1400, -0.5647, -1.3583], [1.1672, 0.6337, 0.8901], [0.4808, -0.9534, 1.2495], [-0.5497, 0.4957, 1.3979], [-0.3338, 0.9213, -0.9282], [-0.7884, -0.8037, -0.9230], [4.8752, 1.0542, -2.9644], [5.5483, -0.1708, -3.0945], [4.7274, -1.4599, -3.4623], [3.4212, -1.4375, -2.9129], [6.0734, -0.3706, -2.1351], [6.4361, -0.0531, -3.7366], [5.2054, -2.3583, -3.0552], [4.7554, -1.5174, -4.5571], [1.7376, 1.4892, -3.8571], [2.2922, 2.0817, -3.0472], [1.7283, 0.3873, -3.5494], [0.6703, 1.9379, -3.9655], [2.3441, 1.5329, -4.8426], [1.3513, -0.6641, 4.5015], [2.3430, 0.2223, 4.9847], [1.8739, 0.8604, 6.1695], [2.8351, 2.0139, 6.4130], [2.5159, 2.7393, 7.5955], [2.9695, 2.0428, 8.7570], [0.4324, -0.1550, 4.1980], [0.9982, -1.4362, 5.1882], [1.7512, -1.1588, 3.6174], [1.8061, 0.1539, 6.9974], [0.8904, 1.3094, 5.9957], [2.7930, 2.7356, 5.5984], [3.8629, 1.6371, 6.4650], [2.3481, 1.1566, 8.8915], [2.8596, 2.6591, 9.6468], [4.0258, 1.7875, 8.6517], [-1.6842, -2.6234, -2.5095], [-0.7443, -2.0511, -3.4153], [-0.9676, -2.4366, -4.7843], [0.1706, -1.8474, -5.5983], [1.4027, -2.3310, -5.0740], [1.9257, -3.4863, -5.7454], [-2.0240, -3.5809, -2.9121], [-2.5788, -2.0153, -2.3487], [-1.2138, -2.7201, -1.5322], [-1.9778, -2.1070, -5.0487], [-1.0636, -3.5275, -4.8757], [0.1273, -0.7751, -5.3940], [0.0245, -2.0103, -6.6646], [2.1331, -3.2326, -6.7811], [1.2581, -4.3451, -5.6382], [2.8344, -3.7657, -5.2141], [4.7006, -1.4852, 0.1839], [4.1014, -0.2589, -0.1450], [4.1544, 0.6348, 0.9500], [3.9989, 2.0358, 0.4618], [3.0161, 2.0903, -0.5676], [2.0107, 3.0660, -0.4222], [4.5358, -2.2523, -0.5707], [4.4393, -1.9705, 1.1321], [5.7871, -1.3596, 0.2554], [5.1010, 0.5543, 1.4993], [3.4174, 0.4144, 1.7372], [4.9492, 2.3229, 0.0011], [3.6834, 2.6486, 1.3076], [1.2717, 2.9651, -1.2164], [2.4052, 4.0723, -0.5774], [1.4361, 2.9997, 0.5031], [-2.1346, 1.2402, -4.7826], [-3.2926, 0.6898, -4.2067], [-3.2371, 0.8456, -2.7975], [-4.5012, 0.3005, -2.1290], [-5.4579, 1.3079, -1.8132], [-6.0166, 1.9855, -2.9029], [-2.1255, 1.1044, -5.8646], [-1.2229, 0.7472, -4.4208], [-1.9899, 2.3049, -4.5758], [-3.2310, 1.9201, -2.5729], [-2.3127, 0.4339, -2.3809], [-4.2562, -0.0075, -1.1099], [-5.0038, -0.5028, -2.6729], [-5.3017, 2.6910, -3.3385], [-6.9224, 2.5435, -2.6644], [-6.3479, 1.3310, -3.7203], [-1.1517, -3.6604, 1.4524], [-1.9707, -3.2851, 2.5318], [-2.0286, -1.8829, 2.6996], [-2.6482, -1.3923, 4.0062], [-1.7610, -1.4669, 5.0836], [-1.3687, -2.7692, 5.4703], [-0.1509, -3.2378, 1.5324], [-1.6829, -3.3277, 0.5409], [-1.1984, -4.7348, 1.2705], [-2.6603, -1.5094, 1.8832], [-1.0286, -1.4416, 2.7334], [-3.5806, -1.9631, 4.1548], [-2.9985, -0.3685, 3.8734], [-0.5410, -3.0702, 4.8223], [-2.2048, -3.4697, 5.4009], [-1.0416, -2.7031, 6.5082], [-5.7623, 0.1939, 1.4715], [-4.4580, 0.7180, 1.5847], [-4.3337, 2.0243, 1.0663], [-2.8647, 2.2436, 0.7553], [-2.6582, 3.5496, 0.2527], [-1.3012, 3.7900, 0.0437], [-5.9592, -0.1533, 0.4524], [-6.5610, 0.8847, 1.7516], [-5.8201, -0.6844, 2.1142], [-4.7091, 2.7214, 1.8207], [-4.7817, 2.1011, 0.0692], [-2.6144, 1.5386, -0.0552], [-2.1527, 1.9599, 1.5398], [-0.8401, 3.1858, -0.7387], [-0.6710, 3.7914, 0.9449], [-1.1239, 4.8418, -0.2055]], "gap_ha": [0.1954, 0.1865], "s_squared": 30.007, "multiplicity": 11}

---

[2]
{"formula": "C6H8N2O4", "method": "ωB97M-V/def2-TZVPD", "elements": ["C", "C", "C", "C", "C", "C", "H", "H", "H", "H", "H", "H", "H", "H", "N", "N", "O", "O", "O", "O"], "xyz": [[-3.4625, 0.0744, 0.0306], [-5.0312, 0.4993, 0.1657], [3.2475, -0.0446, 0.0577], [2.9311, 1.3870, 0.1178], [1.4642, 1.5051, 0.0665], [0.9499, -0.7305, 0.0384], [-2.2671, -1.3245, -0.0959], [-4.9459, 1.6065, -0.1184], [-5.4851, 0.0250, -0.7827], [-5.6918, 0.2799, 1.1050], [2.6122, -1.7255, -0.4408], [3.6936, 2.2249, 0.0373], [0.9550, 2.4350, -0.0954], [-0.3626, 0.9299, -0.1790], [2.2779, -0.8617, -0.2332], [0.6377, 0.5934, 0.0408], [-2.5833, 0.9011, -0.3110], [-3.1734, -1.2665, 0.0285], [4.4482, -0.4489, 0.0447], [0.1195, -1.5254, 0.1200]], "gap_ha": 0.3355, "de_lowest_kcal_mol": 60.58}